38
Properties=species:S:1:pos:R:3:forces:R:3 method="wB97M-V/def2-TZVPD" e_lumo_ev=-2.826 max_force_ev_per_a=1.67 homo_ev=-13.567 total_charge=+1 orbital_gap_ev=10.7 e_above_lowest_ev=2.068
C -2.206 1.076 1.964 -0.3753 -1.4418 -0.4713
C -0.921 0.197 1.942 -1.0040 1.2438 -0.2529
C 0.254 1.170 1.854 1.2572 -0.8732 -0.6638
N 1.632 -1.324 1.076 0.7335 0.0539 0.0794
C 2.020 -0.167 0.592 -1.3474 -0.1330 0.8107
N 1.294 0.915 0.776 -0.1425 0.3947 0.4971
H -2.409 1.398 0.941 0.2842 0.7567 0.2106
H -3.086 0.451 2.127 0.1505 0.0037 0.4044
H -2.184 1.865 2.706 0.1428 0.2201 -0.1113
H -0.977 -0.437 1.060 0.0186 -0.1467 0.0132
H -0.923 -0.430 2.826 0.4209 -0.0776 0.1210
H 0.850 1.187 2.772 -0.3700 0.3227 0.0809
H -0.078 2.156 1.546 -0.1928 0.0851 0.4716
H 2.110 -2.130 0.709 0.0918 -0.0399 0.0878
H 0.862 -1.494 1.716 -0.1268 0.0318 -0.0627
H 2.960 -0.160 0.060 -0.2352 0.1861 -0.5105
H 1.544 1.799 0.361 0.4832 -0.2595 -0.3030
H 1.999 1.486 -2.755 -0.1444 -0.1394 -0.2006
H 1.887 2.865 -2.242 -0.4860 0.4648 -0.0818
O 1.353 2.202 -2.698 0.8376 -0.2305 0.2245
H 2.111 -1.679 -2.179 0.0709 -0.0746 0.0578
H 2.766 -2.985 -1.654 0.0355 0.0958 -0.1197
O 2.556 -2.076 -1.413 0.1752 -0.3484 0.0350
H -0.685 2.698 -1.798 0.4031 -0.0167 -0.1200
H -1.355 3.335 -0.621 0.1308 0.1759 0.2235
O -0.482 3.057 -0.927 -0.5563 -0.1107 0.1676
H 1.742 -0.233 -4.143 0.0825 -0.3213 -0.0487
H 0.660 0.125 -3.160 -0.0230 -0.0792 0.0477
O 1.389 -0.498 -3.283 -0.2318 0.4190 -0.4126
H -4.112 -1.176 -0.544 0.1721 0.0086 -0.1990
H -2.841 -0.280 -0.407 -0.4755 -0.5350 -0.2430
O -3.663 -0.551 0.029 -0.0726 0.3031 0.3768
H -0.530 -0.390 -1.284 -0.0912 -0.0290 0.2726
H -1.228 -1.149 -2.377 -0.3022 -0.2274 0.0200
O -1.339 -0.892 -1.453 0.7208 0.2979 -0.3567
H 0.018 -3.852 2.214 0.4538 0.0305 0.0406
H -0.967 -3.041 2.935 0.0996 0.4051 0.2803
O -0.020 -3.037 2.734 -0.5873 -0.4156 -0.3654

***

138
Properties=species:S:1:pos:R:3:forces:R:3 method="wB97M-V/def2-TZVPD" e_lumo_ev=-3.473 max_force_ev_per_a=7.48 homo_ev=-10.334 total_charge=+1 orbital_gap_ev=6.9
C -0.171 -1.599 5.377 0.5434 1.0769 0.3110
C -0.255 -0.824 3.961 -1.4107 0.0984 2.4727
C -0.209 -1.865 2.817 0.2513 -0.7261 1.4159
Br -1.978 -2.790 3.120 0.2635 0.6906 -0.7679
C 0.161 -1.562 1.268 -1.7604 0.9588 1.9612
S -0.322 -3.266 0.585 1.4167 -6.5574 -3.3099
O 0.196 -3.676 -0.708 -0.3625 2.5236 0.3664
O 0.126 -4.352 1.468 -1.7633 2.8537 0.8054
F -1.938 -3.361 0.223 1.9017 0.9983 1.4094
C -0.601 -0.330 0.609 -1.5694 1.1347 -0.2134
C -1.887 0.191 1.449 -0.5258 0.4634 -1.0597
C -2.772 1.297 0.697 -1.0267 0.8542 1.6196
C -3.621 2.075 1.825 -0.9965 -0.9317 0.2044
C -5.101 1.475 1.901 0.3355 -0.0220 -0.1823
C -6.110 2.281 1.014 -0.4101 -0.9550 0.7611
N -6.438 3.561 1.685 -0.2466 -0.1771 -0.5302
P -1.616 -0.531 -1.061 -1.5005 -0.3115 -1.9271
C -1.111 0.926 -2.185 0.4387 -0.8282 -0.1366
O -1.196 -1.771 -2.094 0.5726 0.3899 0.0577
O 0.160 0.848 0.328 1.0530 -0.9607 0.6073
C 1.200 1.299 1.183 -0.3362 1.6796 0.3231
C 1.956 2.394 0.276 -0.0269 0.0745 -0.5679
C 2.995 2.039 -0.780 3.7176 -0.7078 -1.1892
C 2.833 1.833 -2.209 0.7903 -0.0107 0.2175
C 3.928 1.554 -3.138 1.1572 0.3172 1.7366
C 5.319 1.486 -2.665 -2.6739 0.5708 1.6727
C 5.518 1.728 -1.235 -1.1571 -0.0980 -1.0215
C 4.414 1.997 -0.335 -0.3341 -0.3333 -1.4949
C 0.706 2.256 2.376 -0.1272 -0.0246 0.2237
C -0.160 3.501 1.956 0.9050 1.6162 0.5675
C 0.660 4.874 1.867 0.4876 -1.0010 -1.2240
Cl -1.273 3.830 3.403 0.1876 -0.3734 -0.7874
C 2.102 0.089 1.646 2.7997 2.6677 0.4629
C 2.803 0.159 3.078 0.2281 -1.3356 0.6530
N 1.681 -1.326 1.208 0.9410 0.1924 -0.2805
N 2.457 -2.346 1.822 1.4301 -0.9758 0.4238
P 2.400 -1.606 -0.463 1.9562 -1.6156 -6.1928
N 1.560 -1.036 -1.631 0.1360 -0.9202 0.9120
O 3.935 -0.965 -0.599 -1.7561 -0.4111 2.3292
O 2.873 -3.219 -0.624 -0.6033 1.8870 0.9843
H 0.286 -0.896 6.137 -0.4579 -0.5557 -0.8695
H 0.505 -2.485 5.352 -0.8576 0.4324 -0.0272
H -1.191 -1.820 5.782 1.0558 -0.2721 -0.5792
H 0.451 0.009 4.102 -0.0104 -0.5754 -1.0702
H -1.287 -0.379 4.050 1.2252 -0.1644 -0.6245
H 0.416 -2.714 3.224 -0.3767 0.9058 -1.0110
H -1.596 0.735 2.373 0.0351 -0.9527 -0.4845
H -2.638 -0.627 1.583 1.0168 0.4709 0.4318
H -2.183 2.072 0.164 -0.3103 -0.8480 0.0335
H -3.613 0.855 0.100 1.4527 0.3641 -0.0269
H -3.212 1.929 2.853 0.0869 0.3009 -0.9154
H -3.702 3.169 1.619 0.1745 -0.8379 0.1571
H -5.467 1.446 2.969 0.3098 0.2324 -1.0465
H -5.076 0.391 1.576 -0.0339 1.0514 0.2312
H -5.690 2.421 -0.014 -0.3726 0.1756 0.8806
H -7.059 1.676 0.934 0.9142 0.2363 -0.2940
H -6.958 3.331 2.540 0.2862 0.1743 -0.4160
H -7.087 4.073 1.069 0.5664 -0.1639 0.4375
H -1.371 0.635 -3.243 0.0439 -0.0340 1.2348
H -0.004 1.047 -2.172 -0.8692 0.2435 0.1714
H -1.705 1.839 -1.969 0.7145 -0.6259 0.0723
H -1.910 -2.418 -2.203 0.2135 0.3563 0.4324
H 2.476 3.101 0.983 -0.6975 -0.6058 -0.8052
H 1.123 2.918 -0.280 0.7254 -0.3893 0.9151
H 1.822 1.916 -2.658 0.7436 -0.1244 0.4311
H 3.761 1.402 -4.233 -0.1628 0.1828 1.2833
H 6.155 1.290 -3.373 -0.7762 0.2255 0.7856
H 6.562 1.709 -0.855 -0.9439 0.0748 -0.1172
H 4.689 2.175 0.738 -0.4525 -0.0823 -1.0404
H 0.129 1.738 3.170 0.4549 0.0567 -0.7119
H 1.602 2.717 2.886 -0.8028 -0.7396 -0.5141
H -0.713 3.418 0.994 -0.1046 -0.3470 1.0735
H 0.990 4.986 0.795 -0.2828 0.0639 1.0027
H 0.037 5.762 2.113 0.5539 -0.7861 -0.0108
H 1.609 4.806 2.466 -1.1110 0.3037 -0.2294
H 3.055 0.336 1.075 -1.2672 -0.9219 -0.1637
H 2.410 -0.587 3.816 0.0173 0.8921 -0.5275
H 3.899 -0.116 3.023 -1.1491 0.3691 -0.3568
H 2.786 1.158 3.558 -0.3590 -0.6064 -0.6056
H 2.407 -2.469 2.826 -0.7501 0.5011 0.1212
H 3.448 -2.126 1.629 -0.4755 -0.2264 0.0607
H 1.310 -1.809 -2.266 -0.6441 0.6327 0.3702
H 4.209 -1.249 -1.494 -0.1174 0.3046 0.3549
H 2.801 -3.463 -1.565 -0.3610 0.0791 0.4011
C -1.007 -5.357 6.000 0.1001 -0.0508 -0.2192
O -0.497 -4.606 4.900 0.3370 -0.3402 -0.0685
H -1.282 -4.669 6.797 0.0836 -0.0135 -0.0545
H -1.892 -5.917 5.685 -0.0204 -0.0665 0.1612
H -0.241 -6.044 6.365 -0.1397 -0.0492 0.1683
H -0.259 -5.239 4.207 0.0642 0.0817 0.0059
C -1.095 3.563 -4.882 -0.2628 -0.0985 -0.1278
O -2.159 3.076 -4.071 -0.0897 0.0307 -0.0207
H -0.274 3.867 -4.235 -0.0967 -0.0298 0.0420
H -0.750 2.774 -5.556 0.1558 0.1169 -0.0624
H -1.434 4.424 -5.463 0.2042 0.0302 -0.0554
H -2.873 2.814 -4.663 0.0391 0.0528 0.1389
C -6.064 5.264 -1.812 -0.1821 -0.0568 -0.0774
O -7.102 4.781 -0.965 -0.1502 -0.0510 -0.0546
H -5.214 5.546 -1.193 -0.0952 -0.0496 0.0535
H -5.758 4.480 -2.510 0.1481 0.1053 -0.0591
H -6.413 6.138 -2.366 0.1765 0.0226 -0.0604
H -7.842 4.538 -1.532 0.0441 0.0425 0.1425
C 5.371 -0.945 -5.546 0.0040 -0.2807 0.2975
O 4.016 -0.492 -5.538 -0.1138 0.0200 -0.0301
H 5.981 -0.215 -6.072 -0.1425 -0.0295 -0.0272
H 5.733 -1.047 -4.518 0.1173 0.0142 -0.0046
H 5.435 -1.905 -6.060 0.2099 0.0783 -0.0235
H 3.497 -1.154 -5.068 -0.0367 0.1317 -0.1267
C -4.152 6.739 2.005 0.1687 -0.2483 0.2154
O -2.837 6.607 1.473 0.1828 0.0167 -0.1617
H -4.763 7.286 1.289 0.1117 -0.0153 -0.0199
H -4.589 5.751 2.171 -0.2015 0.0904 0.0165
H -4.119 7.294 2.946 -0.1816 0.0323 -0.0102
H -2.314 6.122 2.121 -0.0977 -0.0041 -0.0312
C 4.157 -0.870 -9.562 -0.2401 -0.0586 0.2219
O 4.568 -1.147 -8.225 0.0109 0.0112 -0.1447
H 4.885 -1.305 -10.247 0.0388 0.0292 0.1079
H 3.176 -1.312 -9.750 0.1871 0.1616 -0.1749
H 4.114 0.211 -9.720 -0.0003 -0.0166 -0.1995
H 3.911 -0.753 -7.636 0.1473 -0.0801 0.0517
C 0.227 -7.770 1.998 0.1102 0.2028 -0.1799
O 1.084 -6.758 2.513 0.0961 -0.0325 0.2384
H -0.102 -8.401 2.822 0.0751 0.0733 0.0054
H -0.645 -7.312 1.524 -0.0749 -0.1585 -0.0372
H 0.767 -8.380 1.270 -0.1635 -0.1263 -0.0015
H 1.361 -6.213 1.769 -0.0948 0.0210 0.1543
C 0.814 -3.139 -10.748 -0.1220 0.2157 -0.1692
O 1.168 -1.794 -10.441 -0.1670 0.0176 -0.0058
H 1.340 -3.801 -10.063 0.0184 0.1161 -0.0006
H -0.263 -3.277 -10.628 0.0256 -0.1990 -0.0283
H 1.106 -3.376 -11.774 -0.0494 -0.1928 0.0379
H 0.693 -1.226 -11.058 0.1060 -0.0085 0.1132
C 0.864 -5.626 9.264 -0.2482 -0.1709 0.1397
O -0.501 -5.225 9.293 -0.0562 0.0237 -0.0269
H 1.442 -4.856 8.755 -0.1080 0.0090 0.0154
H 1.239 -5.744 10.283 0.1950 -0.0279 -0.0808
H 0.964 -6.569 8.721 0.2159 0.0080 0.0139
H -0.992 -5.920 9.746 -0.0089 0.1582 -0.0445

***

155
Properties=species:S:1:pos:R:3:forces:R:3 method="wB97M-V/def2-TZVPD" e_lumo_ev=0.503 max_force_ev_per_a=2.96 homo_ev=-8.100 smiles=COC[C@H](C)N.COCCNCCOC.COCCNCCOC.COCCNCCOC.COCCNCCOC.COCCNCCOC.CCO.CCO orbital_gap_ev=8.6 e_above_lowest_ev=0.000
C -3.919 2.652 3.755 1.6446 -0.5623 -1.1825
C -4.914 1.771 4.455 -0.2332 -0.1079 -0.5848
C -4.334 0.839 5.487 0.8125 0.8622 0.0308
O -3.264 0.097 4.897 -0.2940 -0.4842 0.3839
C -2.209 -0.141 5.844 -1.3964 1.6658 -0.2552
N -5.824 2.746 5.050 -1.2561 0.6394 -0.6484
H -4.508 3.035 2.914 0.6962 0.1653 -0.2913
H -2.950 2.126 3.394 -1.7950 0.8396 0.5122
H -3.670 3.511 4.381 0.1915 -0.1328 0.0994
H -5.424 1.158 3.675 0.3087 0.0820 0.4070
H -5.154 0.254 5.865 -0.1859 -0.9859 0.2429
H -3.963 1.419 6.348 0.0199 0.0816 -0.2628
H -1.534 -0.879 5.481 0.5869 -0.3485 -0.4607
H -2.659 -0.443 6.764 -0.1504 -0.6390 0.8333
H -1.768 0.843 6.052 0.5846 -0.3204 -0.0926
H -6.045 3.423 4.278 0.1950 -0.6930 1.2002
H -6.736 2.353 5.297 0.3647 -0.0879 0.0037
C -0.672 0.048 1.222 -0.9415 0.0827 1.3706
C 0.465 0.998 1.456 -1.0332 -0.1194 -1.3154
O 0.427 1.934 0.370 -0.2257 -0.9907 0.5852
H -1.657 0.532 1.132 0.3240 0.0963 0.1026
H -0.748 -0.689 2.033 0.0755 0.2383 -0.0943
H -0.512 -0.514 0.344 0.2037 -0.5871 -1.1465
H 1.337 0.373 1.411 0.9656 -0.0393 0.0913
H 0.394 1.458 2.424 0.0053 0.4843 0.4979
H 0.958 2.693 0.583 0.7614 1.0743 0.0029
C 4.800 2.930 -2.513 -0.8350 -0.9200 -1.5291
C 3.732 1.866 -2.343 -1.3037 1.3409 -0.5244
O 3.273 1.524 -3.673 -0.2446 -0.9562 1.1560
H 4.921 3.380 -1.585 0.9804 0.7826 1.7851
H 4.331 3.695 -3.136 0.0428 -0.0239 -0.1441
H 5.692 2.610 -3.029 0.4602 -0.1568 0.1914
H 2.953 2.508 -1.816 0.1807 -1.3308 -0.2729
H 3.927 0.953 -1.742 0.2948 0.5877 -0.3014
H 2.651 0.765 -3.557 0.2956 0.7226 -0.3536
C 1.594 7.208 -1.813 -0.3482 -0.0148 -1.1737
O 2.082 6.517 -0.716 1.6490 -0.4961 -0.4174
C 1.094 6.302 0.218 -0.9314 0.0792 0.0042
C 1.682 5.600 1.387 0.0515 -1.9714 -0.6797
N 2.231 4.298 0.927 0.3733 -0.5707 1.2908
C 2.811 3.514 2.047 -0.5425 -0.3089 0.4526
C 3.536 2.261 1.584 -0.4065 -1.0205 0.1345
O 4.749 2.638 1.028 1.4122 -0.2666 -0.6845
C 5.660 1.555 0.764 -0.8724 0.8848 0.9882
H 1.063 8.064 -1.446 -0.5008 0.8306 -0.0492
H 0.910 6.602 -2.432 0.0385 0.1230 0.4006
H 2.393 7.544 -2.469 0.3217 -0.0646 0.2377
H 0.208 5.869 -0.286 0.3785 -0.2591 0.5623
H 0.792 7.238 0.627 -0.6734 1.3320 0.2046
H 0.879 5.398 2.115 0.4804 0.1724 0.0096
H 2.491 6.211 1.778 -0.0305 0.2722 0.4844
H 2.983 4.458 0.269 -0.0617 0.2621 -0.2254
H 1.963 3.135 2.658 0.3702 0.4636 -0.0758
H 3.506 4.079 2.733 -0.5895 -0.2372 -0.6683
H 2.941 1.675 0.831 0.2895 0.5245 0.5458
H 3.723 1.569 2.454 -0.2842 0.5642 -0.4342
H 6.035 1.116 1.697 0.0462 0.1632 -0.1580
H 6.419 1.937 0.138 1.2007 0.7390 -0.1952
H 5.250 0.795 0.151 -1.0807 -1.0089 -0.3997
C 0.750 -2.952 6.250 -1.2521 -0.0160 -0.2367
O 0.911 -2.385 4.958 0.5785 -0.4664 0.5326
C 2.303 -2.472 4.657 0.2537 -0.7486 -0.7800
C 2.436 -2.284 3.141 0.8587 0.5634 0.6881
N 1.892 -3.407 2.419 -0.8317 -0.1535 -0.6443
C 1.563 -3.079 1.015 -1.1831 -0.5349 0.3010
C 1.201 -4.358 0.196 -0.6633 0.6672 -0.3217
O 0.987 -3.914 -1.165 0.4366 1.0386 2.1419
C 0.578 -4.908 -1.993 -2.2120 -1.0755 -0.9199
H 1.453 -2.454 6.911 0.1649 -0.3441 0.4835
H 0.857 -4.048 6.188 0.4129 0.3000 0.2706
H -0.276 -2.779 6.624 0.4067 0.1802 -0.3202
H 2.749 -3.458 4.975 -0.7224 0.4818 -0.5049
H 2.888 -1.762 5.253 -0.1977 0.4667 -0.2565
H 3.500 -2.191 2.902 0.0186 0.0161 -0.0236
H 1.978 -1.316 2.876 -0.1356 -0.0935 0.0232
H 0.974 -3.556 2.814 -0.0957 -0.3732 0.4388
H 2.364 -2.524 0.573 0.8387 -0.0595 -0.4957
H 0.700 -2.363 0.980 0.3508 -0.6590 -0.0950
H 0.285 -4.912 0.598 0.9306 0.9365 -0.4429
H 1.990 -5.101 0.118 0.4175 0.0076 0.5375
H 0.824 -4.614 -2.992 -0.2425 0.3354 -0.8315
H -0.548 -5.121 -1.901 1.3177 0.2661 -0.1548
H 1.086 -5.842 -1.860 0.4761 -0.7625 0.5068
C -2.652 -2.454 -0.272 -1.9457 0.8618 0.1644
O -2.105 -2.532 0.984 0.5702 0.0623 1.4643
C -3.035 -2.323 2.051 -0.0342 0.4222 -0.1871
C -2.434 -2.851 3.339 0.5486 1.3215 -0.2466
N -2.611 -4.286 3.423 0.4939 -1.0433 1.4087
C -1.538 -5.103 2.880 -0.0977 0.2710 -2.9481
C -1.933 -6.546 2.624 0.9938 -0.8643 0.9399
O -2.675 -6.724 1.443 0.2478 0.7830 0.6869
C -3.832 -7.455 1.665 -0.9419 -0.5304 0.2423
H -1.957 -2.738 -1.000 1.2914 -0.4038 -0.9800
H -3.047 -1.447 -0.524 0.2473 -0.1821 0.1643
H -3.493 -3.132 -0.314 -0.5075 -0.3638 -0.3473
H -3.927 -2.932 1.880 -0.2017 0.2026 -0.2453
H -3.318 -1.235 2.154 0.3255 -0.8527 -0.2277
H -2.946 -2.329 4.152 -0.1781 -0.3627 0.0292
H -1.388 -2.423 3.382 -0.4923 -0.9182 0.1094
H -2.763 -4.600 4.390 -0.0485 0.4997 -0.4765
H -0.566 -5.073 3.320 0.7110 0.1457 1.2869
H -1.330 -4.687 1.879 -0.1595 -0.0326 0.2178
H -2.446 -6.848 3.539 -0.8244 -0.2338 -0.0872
H -1.099 -7.302 2.624 -0.0658 1.1033 -0.2136
H -4.342 -7.179 2.622 0.1910 0.1768 -0.7672
H -3.609 -8.535 1.781 -0.1744 0.2298 -0.3868
H -4.474 -7.239 0.797 -0.0287 -0.4801 0.4499
C -1.731 -0.636 -6.548 -1.0443 0.4604 0.2878
O -0.472 -1.163 -6.796 0.3401 1.7965 0.1744
C -0.416 -2.517 -6.995 -0.3055 -1.4772 0.6594
C 1.022 -2.934 -6.674 -0.3363 1.8078 -0.1557
N 1.215 -2.755 -5.232 0.9954 -1.1339 -0.6387
C 2.491 -2.124 -4.933 -1.3829 0.9307 0.9121
C 2.489 -1.732 -3.443 0.0227 0.4097 -0.5043
O 1.443 -0.702 -3.291 1.7133 -1.2673 -1.1121
C 1.012 -0.650 -1.983 -1.2433 0.2874 0.9827
H -1.644 0.390 -6.181 0.2361 -0.0681 -0.3868
H -2.246 -1.154 -5.741 -0.0117 -0.4644 0.2626
H -2.433 -0.658 -7.401 0.4375 0.0031 -0.0728
H -0.743 -2.750 -7.999 0.0691 -0.3861 -0.5523
H -1.141 -3.003 -6.292 0.4899 -0.0678 -0.3495
H 1.654 -2.143 -7.251 -0.6399 -1.5661 0.6599
H 1.233 -3.960 -6.956 0.1810 -0.0067 -0.3455
H 0.461 -2.231 -4.834 -0.1191 0.5735 0.0813
H 2.630 -1.294 -5.635 -0.0601 0.8119 0.5385
H 3.337 -2.702 -5.189 0.8096 -1.4465 0.1084
H 3.470 -1.316 -3.141 -0.3545 0.1196 -0.1684
H 2.314 -2.597 -2.750 -0.2881 0.6338 -0.7840
H 0.264 0.156 -1.923 0.4548 -0.0961 0.2319
H 1.832 -0.506 -1.283 0.2165 0.4288 0.2540
H 0.534 -1.581 -1.687 -0.1617 -0.2414 0.0195
C 0.100 2.363 -4.955 -1.5164 -0.4973 0.1640
O 0.044 3.752 -4.865 0.8763 0.6071 0.0618
C 0.994 4.201 -3.904 0.1052 -0.7638 0.3370
C 0.458 3.979 -2.461 2.3745 0.7186 -0.3972
N -0.764 4.655 -2.229 -0.4784 0.2714 1.2139
C -1.558 4.142 -1.094 -0.1178 1.9295 -0.5265
C -2.007 2.731 -1.295 -1.2798 -0.8911 1.0734
O -2.583 2.585 -2.602 1.3564 1.4260 0.7055
C -2.917 1.273 -2.861 -0.6534 -0.2923 0.9429
H -0.499 1.933 -4.159 0.3218 -0.3784 0.6339
H 1.062 1.889 -5.048 0.6950 0.2333 0.2484
H -0.462 2.089 -5.809 -0.4575 -0.1433 -1.2710
H 1.237 5.216 -4.156 -0.2649 0.7492 0.1529
H 1.929 3.634 -4.082 -0.3128 0.1296 0.4993
H 1.191 4.387 -1.727 0.0008 -0.2823 -0.5068
H 0.495 2.915 -2.291 -0.4890 -0.7380 0.1364
H -1.301 4.697 -3.059 -0.7626 -0.1999 -0.7723
H -2.399 4.889 -0.989 0.5735 -1.0041 0.0319
H -0.934 4.227 -0.180 -0.4216 -0.2807 -0.3803
H -2.803 2.429 -0.517 0.7859 0.5539 -0.8821
H -1.166 2.065 -1.025 -0.2979 0.0081 -0.9632
H -3.694 1.308 -3.631 0.0061 -0.4795 0.2602
H -3.229 0.916 -1.863 -0.7102 -0.8385 -0.6773
H -2.084 0.647 -3.161 0.4129 -0.1156 -0.3250